[1]
The following is a DFT calculation (the ωB97M-V functional and the def2-TZVPD basis) of a cluster of 8 separate species, ClH14O11 in total in a non-equilibrium geometry.

ORCA input file:
```
! RIJCOSX wB97M-V def2-TZVPD def2/J DEFGRID3
* xyz -1 1
Cl 0.2847 0.3461 -0.0859
O -0.2754 -0.9612 -0.3681
O -0.7090 1.3166 -0.4536
O 0.6495 0.3987 1.2945
O 1.4640 0.5753 -0.9017
O 4.3983 0.7818 0.4659
H 3.4587 0.8664 0.2585
H 4.6236 1.6116 0.8943
O -1.4391 -2.6894 1.9161
H -0.8026 -1.9938 1.7084
H -1.1426 -3.4470 1.4046
O -1.3631 3.0869 2.0636
H -1.0375 2.4604 1.4023
H -2.3106 2.9280 2.0786
O -3.3987 0.3721 -2.2533
H -3.6872 -0.0172 -1.4223
H -2.4951 0.6618 -2.0750
O 1.8686 3.5658 -1.6665
H 2.6172 3.9939 -1.2431
H 1.7772 2.7223 -1.2004
O -3.0426 -2.9224 -0.7747
H -2.2524 -2.3681 -0.7362
H -2.7383 -3.8016 -0.5393
O 2.0966 -2.7861 0.2128
H 2.1288 -2.3032 -0.6201
H 1.3267 -2.3977 0.6404
*
```

**Relative energy (zero: lowest compared OMol25 entry of this formula, charge and spin)**: 0.0849 eV
**Orbital gap**: 10.8 eV

Results of the Mulliken charge analysis, in e, for atoms 1 through 6: Cl 1.75; O -0.60; O -0.73; O -0.66; O -0.72; O -0.64

---

[2]
The following is a DFT calculation (the ωB97M-V functional and the def2-TZVPD basis) of a cluster of 2 separate species, C5H16N2O in total in a non-equilibrium geometry.

ORCA input file:
```
! RIJCOSX wB97M-V def2-TZVPD def2/J DEFGRID3
* xyz 0 1
C -0.6308 -2.5886 1.4521
C -0.9861 -1.6974 0.2964
N -0.4889 -0.3328 0.5420
C 0.4089 0.2853 -0.4156
C -0.3138 1.5902 -1.0596
C -1.2352 1.1407 -2.2286
N 0.7948 2.4671 -1.4314
H -0.6304 -1.9976 2.4140
H -1.2655 -3.6026 1.5100
H 0.4142 -2.8000 1.3362
H -0.7307 -2.0861 -0.7461
H -2.0557 -1.9097 0.1689
H -1.3492 0.3030 0.5652
H 0.8869 -0.3306 -1.1612
H 1.4976 0.6568 0.0373
H -0.9729 1.9204 -0.2371
H -2.0872 0.5288 -1.8061
H -0.7204 0.2673 -2.9125
H -1.5960 1.8888 -2.8202
H 0.8441 3.3807 -1.0512
H 0.9187 2.4238 -2.4579
O 2.2030 -0.6047 2.6129
H 1.7801 0.1628 2.0394
H 1.8434 -1.2893 2.1759
*
```

**Relative energy (zero: lowest compared OMol25 entry of this formula, charge and spin)**: 2.9376 eV
**SMILES string**: CCNC[C@H](C)N.O
**Orbital gap**: 9.8 eV

Results of the Mulliken charge analysis, in e, for atoms 1 through 6: C -1.16; C -0.33; N -0.21; C -0.60; C -0.01; C -1.23

---

[3]
The following is a DFT calculation (the ωB97M-V functional and the def2-TZVPD basis) of the molecule C10H16N2 in a non-equilibrium geometry.

ORCA input file:
```
! RIJCOSX wB97M-V def2-TZVPD def2/J DEFGRID3
* xyz 0 1
C 1.8715 -1.5495 -0.4682
C 1.2138 -0.2152 -0.6952
C 0.1500 -0.1641 -1.8205
N -1.0869 -0.8737 -1.5189
C -2.2427 -0.3697 -2.2129
N -1.0519 -2.2688 -1.7456
C 0.7135 0.4332 0.5988
C 1.4354 1.4740 1.1380
C 0.9860 2.2044 2.2393
C -0.2060 1.7952 2.8007
C -0.9744 0.7205 2.2639
C -0.4553 -0.0023 1.2231
H 2.6885 -1.4578 0.2408
H 2.2426 -1.8802 -1.4861
H 1.1255 -2.2260 -0.0086
H 1.9893 0.4480 -1.0858
H -0.2365 0.8178 -1.9735
H 0.6189 -0.5156 -2.8020
H -2.3145 0.7450 -2.0151
H -2.2000 -0.5176 -3.3113
H -3.1883 -0.7858 -1.8473
H -0.6597 -2.4357 -2.6316
H -0.5500 -2.7723 -1.0253
H 2.3446 1.7275 0.6025
H 1.5704 2.9509 2.7224
H -0.5661 2.4499 3.6045
H -1.8701 0.3610 2.6974
H -0.9735 -0.8701 0.7691
*
```

**Relative energy (zero: lowest compared OMol25 entry of this formula, charge and spin)**: 0.7177 eV
**SMILES string**: C[C@@H](CN(C)N)c1ccccc1
**Orbital gap**: 9.6 eV

Results of the Mulliken charge analysis, in e, for atoms 1 through 6: C -1.49; C 0.45; C -1.31; N 0.43; C -0.90; N -0.81

---

[4]
The following is a DFT calculation (the ωB97M-V functional and the def2-TZVPD basis) of a cluster of 2 separate species, C4H12 in total in a non-equilibrium geometry.

ORCA input file:
```
! RIJCOSX wB97M-V def2-TZVPD def2/J DEFGRID3
* xyz 0 1
C 2.1264 1.6783 -0.0414
C 1.8112 0.6363 -1.1539
H 2.5262 1.0575 0.7620
H 2.8958 2.3646 -0.3754
H 1.2025 2.1201 0.3184
H 1.5507 -0.3046 -0.6766
H 2.7497 0.4475 -1.6909
H 1.1096 0.9345 -1.9229
C -1.4278 -0.6806 0.3796
C -2.6350 -1.5371 0.7245
H -0.4966 -1.2578 0.4247
H -1.3790 -0.2174 -0.6055
H -1.3112 0.0631 1.1690
H -3.2795 -0.9545 1.3806
H -2.2619 -2.3286 1.3856
H -3.1808 -2.0213 -0.0777
*
```

**Relative energy (zero: lowest compared OMol25 entry of this formula, charge and spin)**: 0.3934 eV
**SMILES string**: CC.CC
**Orbital gap**: 12.7 eV

Results of the Mulliken charge analysis, in e, for atoms 1 through 6: C -0.79; C -0.77; H 0.24; H 0.31; H 0.26; H 0.16

---

[5]
The following is a DFT calculation (the ωB97M-V functional and the def2-TZVPD basis) of a cluster of 5 separate species, C24H45ClI2N3O13PS5 in total.

ORCA input file:
```
! RIJCOSX wB97M-V def2-TZVPD def2/J DEFGRID3
* xyz 0 1
C 6.5502 1.6426 -1.7924
N 7.0527 2.7668 -1.0035
C 6.3100 3.0692 0.2174
C 4.8332 2.7580 0.1427
N 4.1188 3.4746 -0.6804
C 2.7923 3.2253 -0.8299
C 2.0433 4.0183 -1.7404
C 2.7800 5.1051 -2.4605
C 2.8463 6.4141 -1.6675
O 1.7397 7.2781 -1.8545
C 0.7140 3.7471 -1.8687
I -0.3578 4.8850 -3.2680
C 0.0667 2.7124 -1.1287
P -1.6925 2.2971 -1.3239
S -2.1065 0.6094 -2.1980
C 0.8020 1.9596 -0.2451
I -0.0312 0.4775 0.9647
C 2.1854 2.2018 -0.0874
N 2.9217 1.4634 0.7789
C 4.1773 1.7212 0.8877
Cl 5.0841 0.7436 1.9903
H 6.3011 0.8078 -1.1362
H 5.6853 1.8910 -2.4157
H 7.3464 1.3051 -2.4570
H 7.0852 3.5848 -1.5947
H 6.7777 2.5728 1.0655
H 6.3652 4.1450 0.3929
H 3.8062 4.7784 -2.6248
H 2.3358 5.2749 -3.4405
H 2.8531 6.1873 -0.6011
H 3.7834 6.9229 -1.9154
H 1.7563 7.6122 -2.7570
H -2.1924 2.4681 -0.0263
H -2.2357 3.3828 -1.9947
C 12.8880 2.2622 -3.6716
C 13.0258 0.9748 -2.8879
O 12.3968 1.0422 -1.5848
S 10.8145 0.9162 -1.5331
C 10.6573 0.6296 0.1928
O 10.4250 -0.2521 -2.2642
O 10.2242 2.1764 -1.8547
H 11.8533 2.4508 -3.9522
H 13.4871 2.1956 -4.5801
H 13.2373 3.1085 -3.0808
H 12.6155 0.1221 -3.4300
H 14.0685 0.7616 -2.6636
H 11.1342 -0.3146 0.4391
H 9.5895 0.5918 0.3984
H 11.1164 1.4577 0.7252
C -5.1718 -3.3480 4.3280
C -5.7264 -3.2609 2.9243
O -5.0572 -2.2568 2.1148
S -3.6330 -2.6150 1.5262
C -3.5149 -1.3268 0.3425
O -3.7234 -3.8791 0.8522
O -2.6306 -2.4349 2.5335
H -4.1521 -3.7309 4.3385
H -5.8029 -4.0122 4.9179
H -5.1696 -2.3665 4.8008
H -5.6775 -4.2175 2.4033
H -6.7656 -2.9418 2.9380
H -4.2865 -1.4621 -0.4128
H -2.5295 -1.4029 -0.1111
H -3.6175 -0.3691 0.8453
C -9.1436 -4.1937 8.2785
C -10.1282 -3.8804 7.1729
O -10.0018 -2.5227 6.6781
S -8.7912 -2.2130 5.7041
C -9.3624 -0.6636 5.1047
O -8.7899 -3.1792 4.6456
O -7.5970 -2.0168 6.4659
H -8.1187 -4.2039 7.9118
H -9.3723 -5.1751 8.6945
H -9.2106 -3.4505 9.0725
H -10.0304 -4.5679 6.3322
H -11.1532 -3.9311 7.5326
H -10.2814 -0.8196 4.5473
H -8.5794 -0.2752 4.4570
H -9.5188 -0.0007 5.9510
C -5.6416 -2.0706 -6.0595
C -5.1366 -3.4902 -5.9118
O -4.2648 -3.6572 -4.7699
S -4.9487 -3.7430 -3.3372
C -3.5651 -4.3352 -2.4436
O -5.9844 -4.7310 -3.3876
O -5.2719 -2.4231 -2.8842
H -6.3126 -1.7990 -5.2467
H -6.1819 -1.9770 -7.0022
H -4.8093 -1.3672 -6.0582
H -5.9547 -4.2074 -5.8360
H -4.5158 -3.7748 -6.7587
H -3.3017 -5.3275 -2.7985
H -3.8616 -4.3671 -1.3967
H -2.7426 -3.6374 -2.5796
*
```

**SMILES string**: CNCc1nc2c(CCO)c(I)c([PH2]=S)c(I)c2nc1Cl.CCOS(C)(=O)=O.CCOS(C)(=O)=O.CCOS(C)(=O)=O.CCOS(C)(=O)=O
**Orbital gap**: 7.5 eV

Results of the Mulliken charge analysis, in e, for atoms 1 through 6: C -0.99; N -0.07; C -1.22; C 0.07; N -0.17; C -0.01

---

[6]
The following is a DFT calculation (the ωB97M-V functional and the def2-TZVPD basis) of a structure of composition C30H52P2V in a non-equilibrium geometry.

ORCA input file:
```
! RIJCOSX wB97M-V def2-TZVPD def2/J DEFGRID3
* xyz 1 3
V 0.0727 1.3413 2.2617
C 1.0923 1.1404 4.1006
C 1.9908 1.4089 3.0177
C 0.4763 3.1619 3.1715
C 0.1229 2.1893 4.1573
C 1.6294 2.6890 2.4650
C 1.0926 0.0018 5.0531
H 2.0819 -0.4538 5.1509
H 0.3873 -0.7710 4.7274
H 0.7408 0.3301 6.0403
C -1.0682 2.2281 5.0457
H -1.6341 1.2856 4.9759
H -1.7393 3.0487 4.7676
H -0.7893 2.3673 6.1049
C -0.2774 4.4031 2.9344
H -0.3507 4.9989 3.8570
H -1.3005 4.1618 2.6261
H 0.1939 5.0132 2.1562
C 2.2167 3.3715 1.2924
H 2.1672 4.4604 1.4208
H 1.6617 3.1435 0.3730
H 3.2633 3.0953 1.1207
C 3.0963 0.5170 2.5953
H 3.9788 0.6579 3.2392
H 3.4032 0.6902 1.5564
H 2.8126 -0.5418 2.6806
C -0.0588 -3.2239 -0.0584
C 1.1720 -3.2353 0.4712
C 2.1945 -2.1821 0.1726
C 2.5237 -2.0047 -1.3460
C 2.1148 -0.6738 -1.8912
C 0.8204 -0.3360 -2.1250
C -0.2451 -0.8528 -1.1755
C -0.5204 -2.3882 -1.2190
H 3.1327 -2.3937 0.7265
H 2.1246 -2.8712 -1.9125
H 1.8575 -1.2092 0.5896
H -0.1572 -2.8219 -2.1665
H -0.8460 -3.8684 0.3570
H 1.4442 -3.9727 1.2334
H -1.6231 -2.5194 -1.2440
H 0.0279 -0.5944 -0.1350
H 0.5994 0.6353 -2.6139
H -1.1889 -0.3274 -1.3814
H 3.6199 -2.0568 -1.4302
H 2.9289 0.0305 -2.1215
P -0.1881 -0.5803 -4.5759
P -0.3204 2.5393 -5.1408
C -0.3586 -0.0448 -6.3697
C -0.9706 1.3575 -6.4602
H -0.9974 -0.7744 -6.8932
H 0.6403 -0.0978 -6.8351
H -0.7874 1.8158 -7.4455
H -2.0621 1.3227 -6.3102
C -1.0083 4.0338 -5.9751
H -0.6048 4.9318 -5.4948
H -2.0998 4.0375 -5.8706
H -0.7533 4.0466 -7.0439
C 1.3848 2.6721 -5.8477
H 1.3669 2.6928 -6.9461
H 2.0024 1.8331 -5.5093
H 1.8295 3.6034 -5.4786
C -1.8644 -1.3124 -4.3335
H -1.9870 -1.5719 -3.2724
H -1.9666 -2.2162 -4.9535
H -2.6304 -0.5778 -4.6196
C 0.8116 -2.0879 -4.8036
H 1.4984 -1.9424 -5.6509
H 0.1802 -2.9726 -4.9904
H 1.4094 -2.2395 -3.8948
C -3.7972 -1.6503 4.4216
C -2.3894 -2.2259 4.2320
C -1.7552 -2.5177 5.6023
C -2.4615 -3.5478 3.4532
C -1.5973 -1.2567 3.4687
C -1.0467 -0.3483 2.8525
H -4.4135 -2.3502 4.9964
H -4.2724 -1.4970 3.4457
H -3.7569 -0.6995 4.9667
H -2.3843 -3.2353 6.1419
H -0.7661 -2.9729 5.4743
H -1.6726 -1.6101 6.2134
H -2.9164 -3.3914 2.4671
H -1.4552 -3.9739 3.3475
H -3.0816 -4.2637 4.0102
*
```

**Expectation value of S²**: 2.035
**Relative energy (zero: lowest compared OMol25 entry of this formula, charge and spin)**: 0.6564 eV
**Orbital gap (spin up / spin down)**: 4.6 / 5.2 eV

Results of the Mulliken charge analysis, in e, for atoms 1 through 6: V 0.36; C 0.47; C 1.12; C 0.86; C 0.48; C 0.31

---

[7]
The following is a DFT calculation (the ωB97M-V functional and the def2-TZVPD basis) of a cluster of 14 separate species, H28O14 in total in a non-equilibrium geometry.

ORCA input file:
```
! RIJCOSX wB97M-V def2-TZVPD def2/J DEFGRID3
* xyz 0 1
O -2.2595 -0.7684 -1.4286
H -2.6215 -1.6064 -1.6836
H -2.8035 -0.1754 -1.8716
O 2.4785 -2.2374 -0.6936
H 1.5575 -1.9504 -0.3126
H 2.9365 -2.8434 -0.1026
O 2.2225 0.1696 -3.1406
H 1.4115 -0.1884 -2.9306
H 2.6905 -0.3994 -3.8606
O 2.2475 -0.3594 1.8614
H 2.4275 -0.2904 0.9464
H 2.0365 -1.2964 1.7174
O -0.1285 -0.1604 -3.0146
H -0.4125 -0.5704 -3.8976
H -0.9505 -0.2454 -2.5386
O 0.6915 -1.8424 2.8274
H 0.3265 -1.8054 2.0254
H 0.0305 -1.9094 3.5744
O 3.0135 -0.3044 -0.6756
H 2.5755 -0.2024 -1.6006
H 3.4065 -1.1394 -0.4616
O -2.3155 -0.4464 2.2094
H -1.5725 0.1416 2.7164
H -2.3355 0.1066 1.3344
O -0.2595 3.1266 -1.8636
H -0.6905 3.0546 -0.8856
H -0.9735 3.6226 -2.3606
O -0.1475 -2.0234 0.2024
H -0.3925 -3.0004 0.2804
H -0.9925 -1.3854 -0.2696
O -1.1005 3.7066 0.9034
H -0.2785 3.2346 0.8024
H -1.4585 3.5766 1.8794
O -3.1955 1.1486 0.3084
H -2.2245 1.3686 0.2794
H -3.5085 1.5876 -0.6156
O -0.2335 0.4596 0.0384
H -0.1615 0.0406 -0.7626
H 0.5275 0.4736 0.5754
O -0.0335 0.7626 3.2874
H -0.2575 0.4466 4.1444
H 0.7255 0.1236 3.0584
*
```

**Relative energy (zero: lowest compared OMol25 entry of this formula, charge and spin)**: 7.5400 eV
**Orbital gap**: 8.2 eV

Results of the Mulliken charge analysis, in e, for atoms 1 through 6: O -0.53; H 0.21; H 0.24; O -0.70; H 0.39; H 0.34

---

[8]
The following is a DFT calculation (the ωB97M-V functional and the def2-TZVPD basis) of a cluster of 2 separate species, C4H12OS2 in total in a non-equilibrium geometry.

ORCA input file:
```
! RIJCOSX wB97M-V def2-TZVPD def2/J DEFGRID3
* xyz 0 1
C 2.1875 1.4741 0.7561
C 2.6844 0.0813 0.3622
S 1.5311 -1.3408 0.3849
S -0.2935 -0.5636 0.9413
C -1.2097 -2.0194 0.1316
C -2.4076 -1.3596 -0.5387
H 1.2166 1.5505 1.2395
H 2.1579 2.1125 -0.1256
H 2.9190 1.8644 1.4606
H 3.5032 -0.2656 0.9868
H 3.0698 0.1599 -0.6571
H -0.5792 -2.6224 -0.4999
H -1.4394 -2.5499 1.0446
H -2.9574 -2.0409 -1.1853
H -2.1658 -0.4831 -1.1028
H -3.1120 -1.1179 0.2602
O -2.0013 2.2284 -1.4488
H -1.3645 2.9614 -1.4483
H -1.7391 1.9308 -0.5614
*
```

**Relative energy (zero: lowest compared OMol25 entry of this formula, charge and spin)**: 1.0320 eV
**SMILES string**: CCSSCC.O
**Orbital gap**: 8.2 eV

Results of the Mulliken charge analysis, in e, for atoms 1 through 6: C -0.91; C -0.40; S -0.15; S -0.14; C -0.43; C -1.10